27
Properties=species:S:1:pos:R:3 method="wB97M-V/def2-TZVPD" energy_ev=-12675.0366 smiles=Cc1ccc(O)cc1.CCC e_lumo_ev=0.8 orbital_gap_ha=0.32054
C -2.377 -1.207 -1.435
C -1.012 -1.220 -0.876
C -0.839 -1.746 0.457
C 0.398 -1.845 1.037
C 1.484 -1.827 0.077
O 2.614 -2.286 0.589
C 1.429 -1.139 -1.137
C 0.101 -0.893 -1.584
H -2.325 -0.262 -1.972
H -3.247 -1.517 -0.887
H -2.245 -1.867 -2.304
H -1.743 -1.847 1.141
H 0.626 -2.124 2.060
H 3.427 -2.322 0.135
H 2.290 -0.834 -1.730
H -0.014 -0.547 -2.600
C -0.698 1.297 1.427
C 0.312 2.436 1.300
C 0.857 2.620 -0.065
H -0.560 0.549 2.161
H -0.862 0.951 0.365
H -1.669 1.726 1.688
H -0.318 3.383 1.592
H 1.222 2.516 1.906
H 1.403 1.743 -0.437
H 0.129 2.781 -0.865
H 1.616 3.481 -0.044